Model w:
ORCA calculation (the ωB97M-V functional and the def2-TZVPD basis) on the molecule C5H5ClO.

## Properties
**Kohn-Sham gap (spin up / spin down)**: 7.285 / 8.054 eV
**SMILES string**: O=CC1=C(Cl)CC1
**LUMO energy (spin up / spin down)**: -1.220 / -0.844 eV
**2S+1**: 1

CARTESIAN COORDINATES (ANGSTROEM)
1 O 2.16 -1.88 0.53
2 C 1.01 -1.71 0.22
3 C 0.45 -0.64 -0.33
4 C -1.20 -0.26 0.12
5 Cl -2.50 -0.97 0.77
6 C -0.85 1.13 -0.06
7 C 0.64 0.83 -0.43
8 H 0.27 -2.41 0.41
9 H -1.32 1.72 -0.98
10 H -0.84 1.70 0.84
11 H 1.27 1.32 0.37
12 H 0.91 1.17 -1.45

Model x:
ORCA calculation (the ωB97M-V functional and the def2-TZVPD basis) on C5H5ClO as an isolated structure.

## Properties
**Kohn-Sham gap**: 10.707 eV
**LUMO energy**: 0.982 eV
**2S+1**: 1

CARTESIAN COORDINATES (ANGSTROEM)
1 C -1.04 0.01 -0.41
2 C -0.15 -0.97 0.43
3 C -0.16 0.98 0.37
4 C 1.18 0.61 -0.24
5 C 1.20 -0.71 -0.13
6 H -1.00 0.01 -1.55
7 H -0.52 -1.96 0.73
8 H -0.38 2.06 0.57
9 H 1.87 1.26 -0.81
10 H 2.00 -1.37 -0.52
11 O -0.21 0.11 1.50
12 Cl -2.78 -0.03 0.06

Model y:
ORCA calculation (the ωB97M-V functional and the def2-TZVPD basis) on the molecule C5H5ClO.

## Properties
**Kohn-Sham gap**: 9.936 eV
**SMILES string**: CC1=CC(=O)[C@@H]1Cl
**LUMO energy**: 0.185 eV
**2S+1**: 1

CARTESIAN COORDINATES (ANGSTROEM)
1 C -1.52 -0.78 -0.23
2 C -0.40 0.12 0.19
3 C 0.09 1.24 -0.44
4 C 1.46 1.02 0.10
5 O 2.48 1.63 0.07
6 C 1.00 -0.33 0.75
7 Cl 1.71 -1.73 -0.15
8 H -1.12 -1.42 -0.91
9 H -2.37 -0.15 -0.67
10 H -2.09 -1.28 0.58
11 H -0.34 2.02 -1.08
12 H 1.11 -0.33 1.77

Least stable structure: model w

Model w:
ORCA calculation (the ωB97M-V functional and the def2-TZVPD basis) on a 2-piece molecular cluster, C2H8NO2PS overall.

## Properties
**Kohn-Sham gap**: 7.880 eV
**LUMO energy**: -0.499 eV
**2S+1**: 1

CARTESIAN COORDINATES (ANGSTROEM)
1 C -2.01 0.10 0.01
2 C -0.58 0.14 -0.30
3 N 0.31 -0.04 0.57
4 O 1.73 0.04 -1.61
5 O 2.62 2.60 0.99
6 P 1.95 -0.37 -0.23
7 S 1.53 -2.61 -0.09
8 H -2.26 -0.86 0.57
9 H -2.24 0.89 0.76
10 H -2.63 0.17 -0.91
11 H -0.12 0.28 -1.26
12 H 1.89 2.00 0.60
13 H 2.74 -2.63 0.51
14 H -0.04 -0.10 1.52
15 H 3.28 1.95 1.33

Model x:
ORCA calculation (the ωB97M-V functional and the def2-TZVPD basis) on C2H8NO2PS as an isolated structure.

## Properties
**Kohn-Sham gap**: 9.674 eV
**LUMO energy**: 0.274 eV
**2S+1**: 1

CARTESIAN COORDINATES (ANGSTROEM)
1 C -2.53 -0.72 -0.55
2 C 2.50 0.60 -0.35
3 N -1.32 0.04 -0.46
4 O 0.00 0.90 2.07
5 O 1.10 0.73 -0.61
6 P 0.12 -0.27 0.14
7 S 0.78 -2.10 0.30
8 H -2.44 -1.84 -0.27
9 H -3.31 -0.58 0.28
10 H -3.06 -0.66 -1.53
11 H 2.95 -0.36 -0.19
12 H 2.89 1.27 0.32
13 H 2.98 1.04 -1.21
14 H -1.52 1.04 -0.27
15 H 0.87 0.92 2.31

Least stable structure: model x

Model w:
ORCA calculation (the ωB97M-V functional and the def2-TZVPD basis) on the molecule C4H10BNO.

## Properties
**Kohn-Sham gap**: 9.546 eV
**SMILES string**: CNB(O)C1CC1
**LUMO energy**: 0.728 eV
**2S+1**: 1

CARTESIAN COORDINATES (ANGSTROEM)
1 C -2.91 -0.09 0.17
2 N -1.63 -0.56 -0.14
3 B -0.41 0.30 -0.12
4 O -0.51 1.69 -0.10
5 C 0.97 -0.51 0.01
6 C 2.30 -0.11 -0.77
7 C 2.15 0.09 0.67
8 H -3.65 -0.05 -0.63
9 H -3.46 -0.79 0.85
10 H -2.73 0.83 0.56
11 H -1.50 -1.50 -0.64
12 H 0.37 1.93 0.14
13 H 0.84 -1.53 0.10
14 H 2.19 0.73 -1.48
15 H 3.06 -0.99 -1.04
16 H 2.74 -0.61 1.49
17 H 2.16 1.15 0.93

Model x:
ORCA calculation (the ωB97M-V functional and the def2-TZVPD basis) on a 2-piece molecular cluster, C4H10BNO overall.

## Properties
**Kohn-Sham gap**: 7.417 eV
**LUMO energy**: -0.089 eV
**2S+1**: 1

CARTESIAN COORDINATES (ANGSTROEM)
1 B -0.18 -0.04 -0.89
2 C 1.52 0.87 0.50
3 C 2.25 -0.33 -0.07
4 C 1.28 0.42 -0.94
5 C -2.49 -0.06 -0.07
6 N -1.44 -0.49 -1.02
7 O -0.57 -0.29 2.03
8 H 0.72 0.64 1.16
9 H 2.19 1.62 0.83
10 H 3.25 -0.12 -0.38
11 H 1.99 -1.34 0.28
12 H 1.89 0.84 -1.77
13 H -3.08 0.85 -0.50
14 H -3.35 -0.74 0.00
15 H -2.08 0.11 0.88
16 H -1.95 -0.87 -1.89
17 H 0.06 -1.07 1.85

Least stable structure: model x

Model w:
ORCA calculation (the ωB97M-V functional and the def2-TZVPD basis) on a 2-piece molecular cluster, C6H8N2O2 overall.

## Properties
**Kohn-Sham gap**: 9.417 eV
**SMILES string**: O=c1cc[nH]c(=O)[nH]1.C=C
**LUMO energy**: 0.519 eV
**2S+1**: 1

CARTESIAN COORDINATES (ANGSTROEM)
1 O -1.20 -2.34 -2.10
2 C -0.99 -1.66 -1.11
3 C -1.36 -1.86 0.30
4 C -0.78 -1.14 1.28
5 N -0.08 -0.03 1.04
6 C 0.31 0.29 -0.27
7 O 1.10 1.23 -0.45
8 N -0.25 -0.49 -1.20
9 H -2.17 -2.59 0.55
10 H -0.85 -1.29 2.34
11 H 0.48 0.48 1.81
12 H -0.03 -0.22 -2.14
13 C 1.30 3.26 0.82
14 C 1.45 2.03 1.39
15 H 1.14 4.13 1.29
16 H 1.74 3.39 -0.18
17 H 1.40 1.88 2.48
18 H 1.72 1.11 0.85

Model x:
ORCA calculation (the ωB97M-V functional and the def2-TZVPD basis) on the molecule C6H8N2O2.

## Properties
**Kohn-Sham gap**: 9.452 eV
**SMILES string**: COc1nc(=O)c(C)c[nH]1
**LUMO energy**: 0.537 eV
**2S+1**: 1

CARTESIAN COORDINATES (ANGSTROEM)
1 C -0.59 0.11 3.68
2 O 0.52 0.67 2.95
3 C 0.44 0.76 1.61
4 N -0.56 0.30 0.96
5 C -0.36 0.52 -0.37
6 O -1.35 0.35 -1.03
7 C 0.91 0.85 -0.98
8 C 1.07 0.48 -2.51
9 C 2.01 1.11 -0.24
10 N 1.59 1.24 1.09
11 H -0.54 -1.00 3.70
12 H -1.49 0.36 3.16
13 H -0.74 0.47 4.75
14 H 0.83 -0.60 -2.52
15 H 0.37 1.05 -3.09
16 H 2.09 0.56 -2.83
17 H 2.99 0.89 -0.62
18 H 2.33 1.40 1.79

Model y:
ORCA calculation (the ωB97M-V functional and the def2-TZVPD basis) on C6H8N2O2 as an isolated structure.

## Properties
**Kohn-Sham gap**: 8.056 eV
**LUMO energy**: 0.190 eV
**2S+1**: 1

CARTESIAN COORDINATES (ANGSTROEM)
1 C 1.44 1.18 0.02
2 C 2.51 0.15 0.09
3 C 2.17 -1.15 -0.02
4 C -0.18 -0.80 -0.09
5 C -2.47 0.79 -0.50
6 C -2.10 0.14 0.68
7 H -0.69 1.22 0.18
8 H 3.54 0.52 0.09
9 H 3.08 -1.80 0.26
10 H 0.62 -2.56 -0.48
11 H -3.58 1.13 -0.80
12 H -1.67 0.91 -1.22
13 H -2.83 0.09 1.52
14 H -1.03 0.04 0.87
15 N 0.13 0.60 -0.11
16 N 0.97 -1.68 -0.23
17 O 1.32 2.46 -0.11
18 O -1.26 -1.24 -0.15

Model z:
ORCA calculation (the ωB97M-V functional and the def2-TZVPD basis) on the molecule C6H8N2O2.

## Properties
**Kohn-Sham gap**: 9.581 eV
**SMILES string**: CCC1=[N+]([O-])O[C@@H](C#N)C1
**LUMO energy**: 0.512 eV
**2S+1**: 1

CARTESIAN COORDINATES (ANGSTROEM)
1 C -0.28 1.90 -1.98
2 C 0.69 1.12 -1.10
3 C 0.00 0.14 -0.23
4 N -0.82 -0.83 -0.61
5 O -1.37 -1.18 -1.65
6 O -1.21 -1.76 0.62
7 C -0.60 -1.43 1.83
8 C 0.35 -2.48 2.24
9 N 1.26 -3.09 2.45
10 C 0.24 -0.05 1.29
11 H 0.43 2.35 -2.60
12 H -0.80 2.69 -1.34
13 H -0.93 1.27 -2.59
14 H 1.24 1.82 -0.43
15 H 1.42 0.62 -1.82
16 H -1.29 -1.30 2.67
17 H 0.38 0.72 2.00
18 H 1.28 -0.51 1.25

Least stable structure: model y

Model w:
ORCA calculation (the ωB97M-V functional and the def2-TZVPD basis) on a 2-piece molecular cluster, C6H8N2O2 overall.

## Properties
**Kohn-Sham gap**: 9.463 eV
**SMILES string**: C[C@@]1(C#N)NC=CC1=O.O
**LUMO energy**: 0.163 eV
**2S+1**: 1

CARTESIAN COORDINATES (ANGSTROEM)
1 C -1.61 -1.04 2.20
2 C -1.87 -1.26 0.70
3 C -0.60 -1.42 -0.04
4 N 0.31 -1.60 -0.74
5 N -2.78 -2.37 0.47
6 C -3.95 -1.92 0.00
7 C -3.97 -0.57 -0.23
8 C -2.69 -0.05 0.13
9 O -2.23 1.08 0.08
10 H -2.57 -0.90 2.71
11 H -1.09 -1.90 2.63
12 H -1.00 -0.13 2.34
13 H -2.63 -3.30 0.85
14 H -4.75 -2.64 -0.21
15 H -4.78 0.00 -0.67
16 O 2.60 -0.23 0.46
17 H 1.83 0.38 0.47
18 H 2.45 -0.85 -0.30

Model x:
ORCA calculation (the ωB97M-V functional and the def2-TZVPD basis) on a 2-piece molecular cluster, C6H8N2O2 overall.

## Properties
**Kohn-Sham gap**: 8.601 eV
**SMILES string**: N#CC1=CC(=O)CNC1.O
**LUMO energy**: -1.036 eV
**2S+1**: 1

CARTESIAN COORDINATES (ANGSTROEM)
1 N 0.09 2.74 -2.42
2 C -0.72 2.01 -2.92
3 C -2.10 1.65 -3.24
4 C -2.58 1.83 -4.48
5 C -3.72 1.01 -4.97
6 O -4.20 1.19 -6.07
7 C -4.12 -0.18 -4.11
8 N -3.96 0.04 -2.68
9 C -2.66 0.57 -2.33
10 H -2.07 2.45 -5.21
11 H -5.16 -0.45 -4.33
12 H -3.49 -1.03 -4.42
13 H -4.68 0.68 -2.36
14 H -2.74 1.01 -1.33
15 H -1.98 -0.29 -2.45
16 O -0.06 0.26 -0.76
17 H -0.95 -0.15 -0.72
18 H 0.40 1.34 -0.79

Least stable structure: model x

Model w:
ORCA calculation (the ωB97M-V functional and the def2-TZVPD basis) on the molecule C2H2N4OS.

## Properties
**Kohn-Sham gap**: 8.554 eV
**SMILES string**: [H]/N=c1/nnnc(S)o1
**LUMO energy**: -1.761 eV
**2S+1**: 1

CARTESIAN COORDINATES (ANGSTROEM)
1 H -1.37 1.31 -2.15
2 N -2.04 1.14 -1.28
3 C -1.21 0.73 -0.32
4 N -1.67 0.26 0.89
5 N -0.84 -0.46 1.65
6 N 0.34 -1.00 1.17
7 C 0.87 -0.40 0.21
8 S 2.53 -0.83 -0.35
9 O 0.36 0.95 -0.31
10 H 3.03 -1.70 0.49

Model x:
ORCA calculation (the ωB97M-V functional and the def2-TZVPD basis) on the molecule C2H2N4OS.

## Properties
**Kohn-Sham gap**: 7.231 eV
**SMILES string**: S/N=c1\nncno1
**LUMO energy**: -2.030 eV
**2S+1**: 1

CARTESIAN COORDINATES (ANGSTROEM)
1 S -3.14 -0.10 0.06
2 N -1.69 -0.88 -0.01
3 C -0.58 -0.40 -0.20
4 N -0.18 0.91 -0.43
5 N 1.07 1.15 -0.13
6 C 2.01 0.18 0.20
7 N 1.77 -1.11 0.16
8 O 0.50 -1.38 -0.43
9 H -2.76 1.16 0.04
10 H 3.01 0.48 0.74

Least stable structure: model x